Below is a molecular structure, C24H46Cl3N2O4PbSi, with properties calculated with wB97M-V/def2-TZVPD.

```
! wB97M-V def2-TZVPD RIJCOSX def2/J DEFGRID3
* xyz -1 1
C 2.59 -2.72 -2.21
C 2.26 -1.84 -3.39
H 1.92 -3.60 -2.23
H 2.48 -2.21 -1.25
H 3.62 -3.11 -2.30
C 2.07 -2.40 -4.60
C 2.37 -3.81 -4.93
H 1.80 -1.81 -5.47
H 1.88 -4.55 -4.30
H 3.45 -3.98 -4.86
H 2.05 -3.93 -5.97
Pb 3.91 1.71 -1.27
Cl 2.16 1.73 0.65
Cl 5.56 -0.07 -0.54
C -0.30 3.73 2.04
O -1.12 3.00 2.62
N -0.63 4.62 1.08
C -2.00 4.75 0.61
C 0.42 5.37 0.41
H 0.78 3.69 2.26
H -2.67 4.27 1.32
H -2.12 4.30 -0.38
H -2.23 5.82 0.52
H 1.30 5.36 1.06
H 0.09 6.40 0.23
H 0.69 4.92 -0.56
H -0.04 -5.49 3.12
H -0.56 -4.01 0.48
C -1.09 -5.68 2.85
C -1.53 -4.45 0.76
N -1.68 -4.52 2.21
H -1.64 -5.96 3.76
C -1.99 -3.39 2.89
O -2.32 -2.33 2.38
H -2.34 -3.85 0.34
H -1.91 -3.51 4.00
H -1.12 -6.51 2.14
H -1.55 -5.48 0.37
O 2.86 0.20 -2.24
C 2.65 -0.35 -3.48
C 0.52 0.07 -4.87
C 1.74 0.51 -4.35
H 0.15 -0.93 -4.62
C -0.19 0.87 -5.79
H 3.66 -0.43 -3.96
C 2.19 1.80 -4.64
H -1.08 0.46 -6.27
C 0.29 2.14 -6.10
C 1.47 2.61 -5.50
H 3.13 2.15 -4.17
H -0.19 2.74 -6.88
H 1.85 3.60 -5.74
Si -1.43 0.05 -0.91
Cl 0.01 -1.35 -0.41
C -1.99 -0.75 -2.54
C -0.53 1.63 -1.42
C -2.13 0.58 0.73
H -1.74 -0.07 -3.38
H -3.05 -0.96 -2.52
H -1.44 -1.68 -2.76
H -2.68 -0.16 1.31
H -2.78 1.47 0.62
H -1.33 0.93 1.43
H -0.10 1.62 -2.42
H 0.30 1.80 -0.72
H -1.25 2.45 -1.32
C -1.80 2.20 5.78
C -0.50 1.64 5.24
O -0.56 0.28 4.75
C -0.87 -0.73 5.72
C 0.16 -0.87 6.84
H -2.58 2.19 5.00
H -1.66 3.24 6.09
H -2.15 1.64 6.66
H -0.23 2.21 4.34
H 0.31 1.70 5.99
H -1.86 -0.50 6.15
H -0.95 -1.67 5.15
H 0.01 -0.09 7.59
H 0.03 -1.83 7.34
H 1.19 -0.82 6.47
*
```

The value obtained for the molar mass is 768.29 g/mol. As for the relative energy (zero: lowest compared OMol25 entry of this formula, charge and spin): 278.3 kJ/mol. Its HOMO-LUMO gap is 7.772 eV.

Results of the Löwdin charge analysis, in e, for atoms 1 through 6: number 1, C, carries -0.067; number 2, C, carries -0.216; number 3, H, carries 0.070; number 4, H, carries 0.035; number 5, H, carries 0.090; number 6, C, carries -0.174